# 1
The following is a quantum chemistry calculation of a molecular structure, C22H20BrF9IN4O3PV in a non-equilibrium geometry, from OMol25.

Properties
Charge ... +1
E ... -172811.5670 eV
Frontier orbital gap (spin up / spin down) ... 7.464 / 6.547 eV
HOMO level (spin up / spin down) ... -0.4165 / -0.4255 hartree
⟨S²⟩ ... 2.029
LUMO (spin up / spin down) ... -3.869 / -5.030 eV
Spin multiplicity ... 3
Maximum force ... 2.8 eV/Å
ΔE to the lowest compared entry with this formula, charge and spin ... 8.05 kcal/mol

Each line ends with the natural charge from an NBO analysis.
Positions of all 62 atoms, in Å:
V: 0.89 0.63 -0.46  1.164
F: 5.86 -0.14 -1.88  -0.297
C: 4.94 -0.03 -0.94  0.976
F: 4.69 -1.25 -0.45  -0.302
F: 5.42 0.71 0.06  -0.304
C: 3.62 0.61 -1.48  0.000
O: 2.65 0.43 -0.50  -0.644
C: 3.19 -0.10 -2.79  0.968
F: 3.24 -1.42 -2.68  -0.296
F: 3.93 0.27 -3.83  -0.287
F: 1.90 0.23 -3.05  -0.313
C: 3.87 2.14 -1.75  0.974
F: 5.14 2.38 -2.09  -0.295
F: 3.08 2.59 -2.73  -0.311
F: 3.59 2.84 -0.65  -0.303
C: -4.16 -0.48 2.09  -0.077
N: -3.02 0.24 2.68  -0.428
C: -3.25 1.67 2.61  -0.075
N: -3.50 2.06 1.21  -0.285
C: -4.68 1.36 0.67  -0.074
N: -4.44 -0.06 0.71  -0.421
C: -3.41 -0.48 -0.23  -0.502
P: -1.64 0.05 0.22  1.001
C: -1.75 -0.16 2.08  -0.529
C: -2.40 2.07 0.38  -0.375
H: -5.04 -0.28 2.69  0.216
H: -3.96 -1.55 2.11  0.218
H: -2.38 2.21 2.98  0.216
H: -4.12 1.93 3.20  0.223
H: -4.87 1.70 -0.35  0.218
H: -5.54 1.60 1.30  0.222
H: -3.65 -0.11 -1.22  0.231
H: -3.39 -1.57 -0.26  0.252
H: -0.94 0.40 2.55  0.234
H: -1.59 -1.21 2.28  0.251
H: -2.62 2.34 -0.65  0.231
H: -1.55 2.61 0.79  0.242
I: 1.12 5.34 2.73  0.214
C: 0.85 3.88 1.25  -0.240
C: 0.51 4.26 0.00  -0.150
C: 0.24 3.51 -1.21  -0.239
C: 0.27 2.18 -1.47  -0.390
N: 0.77 1.53 0.94  -0.491
C: 1.04 2.52 1.70  0.107
H: 0.40 5.33 -0.13  0.236
H: -0.03 4.16 -2.04  0.223
H: 0.01 1.93 -2.51  0.209
H: 1.39 2.34 2.72  0.223
Br: 3.93 -5.58 -0.64  0.103
C: 2.10 -5.16 -0.45  -0.100
C: 1.18 -6.18 -0.23  -0.188
C: -0.17 -5.87 -0.09  -0.198
C: -0.60 -4.56 -0.15  -0.150
C: 0.34 -3.55 -0.38  -0.198
C: 1.69 -3.85 -0.54  -0.126
C: -0.06 -2.14 -0.42  0.857
O: -1.20 -1.82 0.06  -0.696
O: 0.73 -1.27 -0.90  -0.670
H: 1.52 -7.21 -0.17  0.242
H: -0.88 -6.67 0.07  0.233
H: -1.64 -4.31 -0.04  0.229
H: 2.40 -3.06 -0.72  0.244

***

# 2
The following is a quantum chemistry calculation of C9H10 in the gas phase in a non-equilibrium geometry, from OMol25.

Properties
Charge ... 0
E ... -9488.9756 eV
Frontier orbital gap (spin up / spin down) ... 7.773 / 7.117 eV
HOMO level (spin up / spin down) ... -0.2666 / -0.2800 hartree
LUMO (spin up / spin down) ... 0.517 / -0.503 eV
Maximum force ... 4.7 eV/Å
ΔE to the lowest compared entry with this formula, charge and spin ... 102.55 kcal/mol

Each line ends with the natural charge from an NBO analysis.
Positions of all 19 atoms, in Å:
C: -3.41 -0.59 -0.25  -0.222
C: -2.20 -0.41 -0.10  -0.029
C: -0.19 0.99 0.00  -0.047
C: -0.99 2.09 0.14  -0.346
C: 1.36 0.98 0.27  -0.424
C: 2.02 -0.28 -0.45  -0.463
C: 1.57 -1.55 0.12  -0.106
C: -0.82 -0.29 -0.06  -0.072
C: 0.05 -1.47 0.17  -0.502
H: -2.05 1.86 0.30  0.204
H: -0.67 3.15 0.18  0.202
H: 1.89 1.73 -0.33  0.223
H: 1.65 1.07 1.31  0.221
H: 1.56 -0.19 -1.46  0.210
H: 3.17 -0.28 -0.49  0.216
H: 2.14 -2.47 0.09  0.201
H: -0.27 -1.71 1.31  0.246
H: -0.36 -2.33 -0.35  0.244
H: -4.45 -0.31 -0.41  0.245

***

# 3
The following is a quantum chemistry calculation of a molecular structure, CNO4S in a non-equilibrium geometry, from OMol25.

Properties
Charge ... -1
E ... -21549.3618 eV
Frontier orbital gap (spin up / spin down) ... 5.300 / 7.010 eV
HOMO level (spin up / spin down) ... -0.1493 / -0.1388 hartree
LUMO (spin up / spin down) ... 1.236 / 3.234 eV
Maximum force ... 4.3 eV/Å
ΔE to the lowest compared entry with this formula, charge and spin ... 95.17 kcal/mol

Each line ends with the natural charge from an NBO analysis.
Positions of all 7 atoms, in Å:
C: -2.42 -0.12 -0.35  0.974
N: 2.42 0.23 0.09  0.536
O: -2.06 0.84 -0.88  -0.593
O: 2.43 1.45 0.28  -0.321
O: -3.23 -0.81 0.23  -0.641
O: 3.36 -0.53 -0.01  -0.314
S: -0.50 -1.06 0.64  -0.641